The following is a quantum chemistry calculation of 7 unconnected molecules or ions with the total composition C21H34Cl6O11S, from OMol25.

Results
Kohn-Sham gap = 0.3688 Ha
molar mass = 707.3 Da
LUMO energy = 0.2 eV
SMILES = CCOS(C)(=O)=O.ClC(Cl)Cl.ClC(Cl)Cl.O=C1CCCO1.O=C1CCCO1.O=C1CCCO1.O=C1CCCO1
HOMO energy = -9.8 eV
F_max = 5.4 eV/Å

Structure (ORCA input):
```
! RIJCOSX wB97M-V def2-TZVPD def2/J DEFGRID3
* xyz 0 1
C 5.91142 2.40754 -0.61107
C 5.30209 1.04046 -0.33120
O 3.93709 1.22527 0.02123
S 3.00429 -0.02748 0.58904
C 3.59429 0.00134 2.32297
O 1.60487 0.34494 0.50586
O 3.48114 -1.22214 -0.11529
H 6.97030 2.35313 -0.86393
H 5.81231 3.00924 0.29239
H 5.46952 2.88266 -1.48690
H 5.30552 0.42042 -1.22767
H 5.88980 0.48099 0.39659
H 3.60706 1.04851 2.62526
H 4.60214 -0.41374 2.32852
H 2.97931 -0.69904 2.88811
Cl 1.77625 -4.13468 -1.37662
C 2.87976 -3.61428 -2.61689
Cl 1.93631 -2.52372 -3.69575
Cl 3.46560 -4.95600 -3.64719
H 3.71365 -3.06218 -2.18338
Cl 1.05848 0.57529 -6.19941
C 0.15677 2.09680 -5.80980
Cl -1.12992 2.06622 -4.55703
Cl -0.62849 2.60916 -7.28688
H 0.97081 2.76008 -5.51739
O -3.53550 -2.76860 0.28613
C -2.73177 -2.24322 -0.47204
C -2.96622 -1.12244 -1.45479
C -1.55244 -0.54836 -1.61978
C -0.74804 -1.80882 -1.42040
O -1.49407 -2.57844 -0.48584
H -3.21562 -1.48457 -2.45216
H -3.71933 -0.43440 -1.07070
H -1.34697 -0.09448 -2.58925
H -1.33490 0.21288 -0.87059
H -0.73410 -2.35522 -2.36345
H 0.29387 -1.57034 -1.20672
O -3.45990 4.43796 -1.11918
C -3.93612 3.44971 -1.62034
C -4.71467 2.33779 -0.90281
C -5.32668 1.73470 -2.15013
C -4.27458 1.92828 -3.22327
O -3.75907 3.23321 -2.88071
H -4.06139 1.62497 -0.39962
H -5.46045 2.74293 -0.21886
H -5.54038 0.67196 -2.03599
H -6.29727 2.20682 -2.30234
H -3.51475 1.15063 -3.30082
H -4.77598 1.96517 -4.19040
O 2.05064 2.91361 1.74690
C 1.07085 2.77717 2.50355
C -0.36983 2.52351 2.13784
C -0.91298 2.09673 3.48573
C 0.11983 2.64238 4.48804
O 1.26010 2.91561 3.79510
H -0.82042 3.47302 1.84886
H -0.50371 1.84068 1.29883
H -1.88958 2.53840 3.68393
H -0.93407 1.00817 3.53765
H -0.16733 3.60391 4.91362
H 0.30508 2.00748 5.35446
O 0.19790 -5.09016 5.28661
C -0.06975 -4.42953 4.29089
C 0.62010 -4.44017 3.01192
C 0.05458 -3.29911 2.31651
C -1.37519 -3.11670 2.86464
O -1.18990 -3.71029 4.19068
H 1.68230 -4.40205 3.25355
H 0.39029 -5.43052 2.61887
H 0.72547 -2.44289 2.38629
H 0.12756 -3.53442 1.25471
H -1.67461 -2.07039 2.92520
H -2.16131 -3.73135 2.42609
*
```